No. 1
C27H20N5O15SZr | wB97M-V/def2-TZVPD

Summary:
Total charge: -1
ΔE to the lowest compared entry with this formula, charge and spin: 0.434 eV
Kohn-Sham gap: 6.41 eV
2S+1: 1

Last column: Löwdin charge in e.
CARTESIAN COORDINATES (ANGSTROEM)
Zr 0.5176 -0.6016 -0.0279  1.999
O 0.2384 -0.6553 2.1668  -0.071
C -0.8076 -0.4760 2.7884  -0.124
C -2.1296 -0.2990 2.2462  -0.104
C -3.1644 -0.2351 3.1866  0.054
C -4.4578 -0.0789 2.7702  -0.149
C -4.7709 0.0489 1.4100  0.018
C -3.7733 0.0071 0.4790  0.007
C -2.4175 -0.1744 0.8551  -0.364
O -1.5179 -0.1865 -0.0642  -0.215
N -5.5296 -0.0353 3.7667  -0.363
O -5.2304 -0.1797 4.9384  0.056
O -6.6666 0.1428 3.3673  0.058
H -0.7394 -0.4446 3.8842  0.145
H -2.9474 -0.3106 4.2437  0.127
H -5.8021 0.1877 1.1193  0.120
H -3.9776 0.1350 -0.5746  0.125
O 5.8552 2.0005 1.4464  0.133
C 4.8091 1.6553 0.9684  -0.243
C 3.4113 2.1434 1.3773  -0.287
O 3.1661 3.0763 2.1110  0.096
C 2.4979 1.2518 0.6730  -0.273
C 3.1616 0.3850 -0.1801  -0.285
O 2.4984 -0.4719 -0.8909  -0.139
C 4.6120 0.6054 -0.1371  -0.274
O 5.4799 0.1073 -0.8156  0.110
O 1.1877 1.2112 0.7517  -0.180
O 0.0870 -1.6762 -1.9557  -0.068
C 0.1993 -0.6454 -2.6759  -0.498
C 0.2943 -0.6212 -4.1733  -0.065
C 0.3709 0.8797 -4.4416  -0.070
C 0.5664 1.4907 -3.0527  -0.437
O 0.8897 2.6395 -2.8531  0.067
N 0.3170 0.5336 -2.0889  0.080
H -0.5497 -1.1378 -4.6274  0.123
H 1.2051 -1.1497 -4.4592  0.131
H -0.5606 1.2789 -4.8453  0.123
H 1.1833 1.1848 -5.0974  0.119
O -0.6277 -2.6442 0.5680  -0.019
C 0.4953 -3.1761 0.4657  -0.591
O 1.5476 -2.4567 0.5109  -0.092
C 0.6222 -4.6437 0.2253  -0.105
C -0.3634 -5.5066 0.6878  0.012
C -0.2701 -6.8641 0.4298  0.009
C 0.8077 -7.3104 -0.3108  -0.141
C 1.7992 -6.4754 -0.7874  0.014
C 1.7048 -5.1226 -0.5019  0.022
N 0.8914 -8.7622 -0.6303  -0.353
O 1.7964 -9.1282 -1.3514  0.071
O 0.0517 -9.4946 -0.1478  0.068
H -1.2033 -5.1044 1.2377  0.125
H -1.0123 -7.5661 0.7782  0.118
H 2.6165 -6.8816 -1.3635  0.119
H 2.4585 -4.4263 -0.8438  0.131
S -1.8303 2.9936 0.2061  0.624
C -0.8619 4.3631 0.0394  -0.861
N -1.2230 5.5563 0.5704  -0.009
C -0.4871 6.7881 0.3607  -0.191
C 0.9946 6.4603 0.2993  -0.168
C 1.2171 5.4276 -0.7894  -0.173
N 0.3180 4.3074 -0.5835  0.021
H -2.1199 5.5544 1.0225  0.106
H -0.7090 7.4691 1.1827  0.115
H -0.7990 7.2754 -0.5717  0.116
H 1.3123 6.0472 1.2587  0.124
H 1.5808 7.3572 0.0963  0.112
H 2.2395 5.0507 -0.7614  0.123
H 1.0523 5.8704 -1.7785  0.120
H 0.4955 3.4567 -1.1068  0.074

***

No. 2
C27H20N5O2PtS2 | wB97M-V/def2-TZVPD

Summary:
Total charge: +1
ΔE to the lowest compared entry with this formula, charge and spin: 0.038 eV
Kohn-Sham gap: 6.10 eV
2S+1: 1

Last column: Löwdin charge in e.
CARTESIAN COORDINATES (ANGSTROEM)
Pt 0.0792 0.1025 -0.0606  0.926
O -4.6478 6.1099 -2.6107  0.136
C -4.4699 5.2788 -1.5673  -0.481
O -5.0810 5.4269 -0.5499  0.143
C -3.4624 4.1761 -1.7335  -0.125
C -3.6724 3.0043 -1.0101  0.019
C -2.7374 1.9892 -1.0441  -0.012
C -1.5790 2.1566 -1.7956  -0.267
C -1.3643 3.3079 -2.5382  -0.007
C -2.3158 4.3194 -2.5048  -0.006
N -0.6095 1.1056 -1.7633  -0.043
C -0.1183 0.6619 -2.8566  -0.033
C 0.8254 -0.4545 -2.7861  -0.232
C 1.3294 -1.0703 -3.9108  0.017
C 2.2389 -2.1116 -3.7453  -0.016
C 2.6161 -2.4624 -2.4671  -0.005
C 2.0531 -1.8087 -1.3751  -0.098
N 1.1550 -0.8412 -1.5270  -0.075
H -4.1867 5.7875 -3.3953  0.108
H -4.5692 2.9078 -0.4130  0.135
H -2.9011 1.0647 -0.5043  0.118
H -0.4424 3.4516 -3.0873  0.123
H -2.1217 5.2366 -3.0477  0.126
H -0.4122 1.0614 -3.8232  0.150
H 1.0207 -0.7404 -4.8928  0.128
H 2.6471 -2.6243 -4.6051  0.124
H 3.3366 -3.2474 -2.2881  0.124
H 2.3017 -2.0742 -0.3577  0.071
S 0.5927 -1.4826 1.5247  0.540
C -0.7262 -2.5232 0.9742  -1.088
N -1.4940 -2.2096 -0.0287  -0.017
C -2.5077 -3.1505 -0.1756  -0.328
C -3.5063 -3.1129 -1.1475  -0.026
C -4.4472 -4.1228 -1.1724  -0.081
C -4.4063 -5.1693 -0.2451  -0.082
C -3.4236 -5.2214 0.7248  -0.083
C -2.4801 -4.1996 0.7504  -0.472
S -1.1422 -3.9773 1.8371  1.043
H -3.5347 -2.3000 -1.8613  0.107
H -5.2288 -4.1086 -1.9201  0.105
H -5.1553 -5.9484 -0.2853  0.107
H -3.3954 -6.0305 1.4420  0.112
N -1.5572 3.2098 2.1148  0.159
C -0.7251 2.5786 1.2758  -0.156
N -0.9078 1.2756 1.2790  -0.105
C -1.9471 1.0285 2.1844  -0.213
C -2.5741 -0.1526 2.5825  -0.002
C -3.5976 -0.0462 3.4980  -0.054
C -4.0042 1.1942 4.0188  -0.064
C -3.3955 2.3679 3.6343  -0.001
C -2.3646 2.2528 2.7066  -0.182
H -1.5979 4.2055 2.2536  0.174
H 0.0176 3.0904 0.6858  0.142
H -2.2699 -1.1119 2.1953  0.074
H -4.1012 -0.9442 3.8288  0.113
H -4.8131 1.2268 4.7355  0.112
H -3.7021 3.3260 4.0307  0.119

***

> What is the 2S+1 in the first record?

1

***

Please write out number 2 again, unchanged.
C27H20N5O2PtS2 | wB97M-V/def2-TZVPD

Summary:
Total charge: +1
ΔE to the lowest compared entry with this formula, charge and spin: 0.038 eV
Kohn-Sham gap: 6.10 eV
2S+1: 1

Last column: Löwdin charge in e.
CARTESIAN COORDINATES (ANGSTROEM)
Pt 0.0792 0.1025 -0.0606  0.926
O -4.6478 6.1099 -2.6107  0.136
C -4.4699 5.2788 -1.5673  -0.481
O -5.0810 5.4269 -0.5499  0.143
C -3.4624 4.1761 -1.7335  -0.125
C -3.6724 3.0043 -1.0101  0.019
C -2.7374 1.9892 -1.0441  -0.012
C -1.5790 2.1566 -1.7956  -0.267
C -1.3643 3.3079 -2.5382  -0.007
C -2.3158 4.3194 -2.5048  -0.006
N -0.6095 1.1056 -1.7633  -0.043
C -0.1183 0.6619 -2.8566  -0.033
C 0.8254 -0.4545 -2.7861  -0.232
C 1.3294 -1.0703 -3.9108  0.017
C 2.2389 -2.1116 -3.7453  -0.016
C 2.6161 -2.4624 -2.4671  -0.005
C 2.0531 -1.8087 -1.3751  -0.098
N 1.1550 -0.8412 -1.5270  -0.075
H -4.1867 5.7875 -3.3953  0.108
H -4.5692 2.9078 -0.4130  0.135
H -2.9011 1.0647 -0.5043  0.118
H -0.4424 3.4516 -3.0873  0.123
H -2.1217 5.2366 -3.0477  0.126
H -0.4122 1.0614 -3.8232  0.150
H 1.0207 -0.7404 -4.8928  0.128
H 2.6471 -2.6243 -4.6051  0.124
H 3.3366 -3.2474 -2.2881  0.124
H 2.3017 -2.0742 -0.3577  0.071
S 0.5927 -1.4826 1.5247  0.540
C -0.7262 -2.5232 0.9742  -1.088
N -1.4940 -2.2096 -0.0287  -0.017
C -2.5077 -3.1505 -0.1756  -0.328
C -3.5063 -3.1129 -1.1475  -0.026
C -4.4472 -4.1228 -1.1724  -0.081
C -4.4063 -5.1693 -0.2451  -0.082
C -3.4236 -5.2214 0.7248  -0.083
C -2.4801 -4.1996 0.7504  -0.472
S -1.1422 -3.9773 1.8371  1.043
H -3.5347 -2.3000 -1.8613  0.107
H -5.2288 -4.1086 -1.9201  0.105
H -5.1553 -5.9484 -0.2853  0.107
H -3.3954 -6.0305 1.4420  0.112
N -1.5572 3.2098 2.1148  0.159
C -0.7251 2.5786 1.2758  -0.156
N -0.9078 1.2756 1.2790  -0.105
C -1.9471 1.0285 2.1844  -0.213
C -2.5741 -0.1526 2.5825  -0.002
C -3.5976 -0.0462 3.4980  -0.054
C -4.0042 1.1942 4.0188  -0.064
C -3.3955 2.3679 3.6343  -0.001
C -2.3646 2.2528 2.7066  -0.182
H -1.5979 4.2055 2.2536  0.174
H 0.0176 3.0904 0.6858  0.142
H -2.2699 -1.1119 2.1953  0.074
H -4.1012 -0.9442 3.8288  0.113
H -4.8131 1.2268 4.7355  0.112
H -3.7021 3.3260 4.0307  0.119

***

What did the second record say?
C27H20N5O2PtS2 | wB97M-V/def2-TZVPD

Summary:
Total charge: +1
ΔE to the lowest compared entry with this formula, charge and spin: 0.038 eV
Kohn-Sham gap: 6.10 eV
2S+1: 1

Last column: Löwdin charge in e.
CARTESIAN COORDINATES (ANGSTROEM)
Pt 0.0792 0.1025 -0.0606  0.926
O -4.6478 6.1099 -2.6107  0.136
C -4.4699 5.2788 -1.5673  -0.481
O -5.0810 5.4269 -0.5499  0.143
C -3.4624 4.1761 -1.7335  -0.125
C -3.6724 3.0043 -1.0101  0.019
C -2.7374 1.9892 -1.0441  -0.012
C -1.5790 2.1566 -1.7956  -0.267
C -1.3643 3.3079 -2.5382  -0.007
C -2.3158 4.3194 -2.5048  -0.006
N -0.6095 1.1056 -1.7633  -0.043
C -0.1183 0.6619 -2.8566  -0.033
C 0.8254 -0.4545 -2.7861  -0.232
C 1.3294 -1.0703 -3.9108  0.017
C 2.2389 -2.1116 -3.7453  -0.016
C 2.6161 -2.4624 -2.4671  -0.005
C 2.0531 -1.8087 -1.3751  -0.098
N 1.1550 -0.8412 -1.5270  -0.075
H -4.1867 5.7875 -3.3953  0.108
H -4.5692 2.9078 -0.4130  0.135
H -2.9011 1.0647 -0.5043  0.118
H -0.4424 3.4516 -3.0873  0.123
H -2.1217 5.2366 -3.0477  0.126
H -0.4122 1.0614 -3.8232  0.150
H 1.0207 -0.7404 -4.8928  0.128
H 2.6471 -2.6243 -4.6051  0.124
H 3.3366 -3.2474 -2.2881  0.124
H 2.3017 -2.0742 -0.3577  0.071
S 0.5927 -1.4826 1.5247  0.540
C -0.7262 -2.5232 0.9742  -1.088
N -1.4940 -2.2096 -0.0287  -0.017
C -2.5077 -3.1505 -0.1756  -0.328
C -3.5063 -3.1129 -1.1475  -0.026
C -4.4472 -4.1228 -1.1724  -0.081
C -4.4063 -5.1693 -0.2451  -0.082
C -3.4236 -5.2214 0.7248  -0.083
C -2.4801 -4.1996 0.7504  -0.472
S -1.1422 -3.9773 1.8371  1.043
H -3.5347 -2.3000 -1.8613  0.107
H -5.2288 -4.1086 -1.9201  0.105
H -5.1553 -5.9484 -0.2853  0.107
H -3.3954 -6.0305 1.4420  0.112
N -1.5572 3.2098 2.1148  0.159
C -0.7251 2.5786 1.2758  -0.156
N -0.9078 1.2756 1.2790  -0.105
C -1.9471 1.0285 2.1844  -0.213
C -2.5741 -0.1526 2.5825  -0.002
C -3.5976 -0.0462 3.4980  -0.054
C -4.0042 1.1942 4.0188  -0.064
C -3.3955 2.3679 3.6343  -0.001
C -2.3646 2.2528 2.7066  -0.182
H -1.5979 4.2055 2.2536  0.174
H 0.0176 3.0904 0.6858  0.142
H -2.2699 -1.1119 2.1953  0.074
H -4.1012 -0.9442 3.8288  0.113
H -4.8131 1.2268 4.7355  0.112
H -3.7021 3.3260 4.0307  0.119

***

> What is the Kohn-Sham gap in the first record?

6.41 eV